{"formula": "C39H67N18O19", "method": "wB97M-V/def2-TZVPD", "orbital_gap_ev": [2.401, 5.992], "energy_ev": -107256.685, "s_squared": 0.750, "spin_multiplicity": 2, "e_lumo_ev": [3.1, 3.1], "charge": -2, "symbols": ["C", "C", "N", "C", "C", "N", "C", "C", "H", "H", "H", "H", "H", "H", "H", "H", "H", "H", "H", "C", "O", "O", "O", "C", "C", "C", "C", "C", "C", "O", "O", "H", "H", "H", "H", "H", "H", "C", "C", "C", "C", "C", "C", "O", "O", "H", "H", "H", "H", "H", "H", "C", "C", "C", "C", "C", "C", "O", "O", "H", "H", "H", "H", "H", "H", "C", "C", "C", "C", "C", "C", "O", "O", "H", "H", "H", "H", "H", "H", "C", "O", "N", "N", "H", "H", "H", "H", "C", "O", "N", "N", "H", "H", "H", "H", "C", "O", "N", "N", "H", "H", "H", "H", "C", "O", "N", "N", "H", "H", "H", "H", "C", "O", "N", "N", "H", "H", "H", "H", "C", "O", "N", "N", "H", "H", "H", "H", "C", "O", "N", "N", "H", "H", "H", "H", "C", "O", "N", "N", "H", "H", "H", "H"], "coordinates": [[-0.05, -2.01, 2.56], [-0.88, -2.04, 1.28], [-0.60, -0.88, 0.41], [-1.31, 0.32, 0.48], [-0.98, 1.07, -0.63], [-0.01, 0.39, -1.37], [0.13, -0.84, -0.77], [0.59, 0.77, -2.62], [1.01, -1.84, 2.38], [-0.07, -3.04, 2.91], [-0.34, -1.27, 3.31], [-1.94, -1.99, 1.50], [-0.89, -2.97, 0.71], [-2.03, 0.61, 1.23], [-1.18, 2.08, -0.95], [0.63, -1.67, -1.25], [0.05, 0.29, -3.44], [1.65, 0.51, -2.67], [0.62, 1.86, -2.65], [3.83, -1.50, -2.84], [3.34, -1.45, -1.68], [5.06, -1.46, -2.98], [3.06, -1.63, -3.80], [-3.97, -3.27, 0.09], [-4.54, -4.10, 1.07], [-4.50, -5.45, 0.85], [-3.92, -6.05, -0.26], [-3.38, -5.23, -1.22], [-3.47, -3.83, -1.06], [-2.99, -3.04, -2.02], [-5.12, -6.22, 1.78], [-4.03, -2.20, 0.19], [-4.94, -3.76, 2.02], [-3.92, -7.12, -0.46], [-2.79, -5.66, -2.02], [-2.11, -3.21, -2.35], [-5.13, -7.05, 1.30], [2.40, -0.32, 8.77], [3.05, -0.16, 7.52], [2.36, -0.16, 6.33], [1.00, -0.38, 6.23], [0.33, -0.70, 7.45], [1.07, -0.64, 8.64], [0.44, -0.89, 9.89], [3.19, 0.13, 5.18], [3.09, -0.33, 9.59], [4.12, -0.22, 7.66], [0.42, -0.47, 5.32], [-0.70, -1.00, 7.58], [0.96, -0.48, 10.58], [2.70, 0.38, 4.40], [0.66, 3.37, -5.59], [0.64, 4.59, -6.28], [-0.10, 4.76, -7.50], [-0.67, 3.64, -8.05], [-0.43, 2.40, -7.52], [0.17, 2.30, -6.26], [0.64, 1.00, -5.86], [-0.24, 5.99, -8.08], [1.14, 3.43, -4.62], [1.12, 5.44, -5.82], [-1.31, 3.71, -8.92], [-0.72, 1.52, -8.08], [0.29, 0.27, -6.38], [-0.36, 5.96, -9.03], [4.08, -1.83, 2.58], [4.22, -2.28, 1.21], [3.87, -3.51, 0.77], [3.27, -4.48, 1.56], [3.14, -4.05, 2.88], [3.40, -2.77, 3.43], [3.26, -2.58, 4.78], [4.16, -3.81, -0.49], [4.28, -0.85, 2.97], [4.81, -1.58, 0.63], [3.12, -5.45, 1.12], [2.69, -4.81, 3.51], [3.35, -1.70, 5.15], [4.01, -2.94, -0.87], [-4.41, 0.72, 3.63], [-3.44, 0.81, 2.85], [-4.54, 1.13, 4.85], [-5.53, 0.16, 3.28], [-5.47, 0.98, 5.22], [-3.79, 1.60, 5.33], [-5.61, -0.27, 2.36], [-6.24, 0.15, 4.00], [3.99, 1.48, 0.25], [4.08, 2.49, 0.93], [3.00, 0.61, 0.34], [4.88, 0.96, -0.41], [2.28, 0.94, 0.97], [2.93, -0.26, -0.18], [5.79, 1.33, -0.65], [4.64, 0.10, -0.89], [-5.26, -0.19, -1.98], [-6.10, 0.68, -2.14], [-4.36, 0.03, -1.15], [-5.20, -1.39, -2.51], [-4.30, 0.86, -0.58], [-3.61, -0.61, -0.94], [-4.35, -1.91, -2.35], [-5.94, -1.79, -3.06], [-1.47, 5.03, -2.49], [-1.32, 6.19, -2.18], [-1.45, 4.63, -3.73], [-1.96, 4.15, -1.66], [-1.42, 3.64, -3.95], [-1.05, 5.24, -4.44], [-1.86, 4.22, -0.65], [-2.33, 3.36, -2.16], [4.38, 1.85, -4.85], [4.43, 2.82, -5.54], [3.32, 1.03, -4.82], [5.27, 1.35, -4.12], [3.42, 0.16, -4.31], [2.56, 1.37, -5.38], [5.09, 0.46, -3.66], [6.23, 1.64, -4.20], [0.93, 1.92, 2.91], [1.62, 1.05, 3.40], [1.32, 3.00, 2.40], [-0.36, 1.92, 3.04], [0.64, 3.72, 2.24], [2.30, 2.99, 2.16], [-0.78, 1.14, 3.53], [-0.96, 2.44, 2.41], [-2.17, 4.59, 2.07], [-1.21, 4.47, 1.30], [-3.20, 3.87, 2.25], [-2.30, 5.71, 2.77], [-3.50, 3.00, 1.83], [-3.90, 4.22, 2.89], [-3.07, 5.70, 3.43], [-1.68, 6.50, 2.89], [0.65, -4.13, -3.05], [-0.42, -4.48, -2.71], [1.80, -4.26, -2.33], [0.89, -3.13, -3.88], [1.81, -4.51, -1.36], [2.63, -3.80, -2.68], [0.04, -2.64, -4.12], [1.78, -2.65, -3.79]], "lowdin_charge": [-0.0365, -0.1535, -0.0020, -0.0300, -0.0114, -0.0647, 0.0480, 0.0037, 0.0697, 0.0845, 0.0585, 0.1033, 0.1267, 0.0819, 0.0920, 0.1496, 0.0940, 0.0862, 0.0947, -1.0515, -0.1321, -0.0556, -0.1009, -0.0169, 0.0029, -0.3598, -0.0232, 0.0134, -0.3512, 0.0066, 0.0428, 0.0930, 0.1172, 0.1144, 0.1134, 0.0858, 0.0881, -0.0317, -0.0158, -0.2731, 0.0196, 0.0123, -0.3040, -0.0183, -0.0333, 0.1112, 0.1162, 0.0942, 0.1063, 0.0756, 0.0155, -0.0475, 0.0159, -0.3055, -0.0456, -0.0225, -0.2719, -0.0167, 0.0372, 0.1248, 0.1214, 0.1126, 0.1141, 0.1010, 0.0993, 0.0387, -0.0245, -0.4084, -0.0092, -0.0482, -0.3137, 0.0124, 0.0409, 0.1037, 0.1062, 0.1116, 0.0971, 0.0429, 0.0378, -0.9282, -0.0711, 0.0841, 0.1017, -0.0118, 0.0755, 0.1022, 0.0107, -0.7984, 0.0017, 0.1823, 0.2053, 0.0769, 0.0548, 0.1352, 0.0801, -0.8332, 0.0075, 0.1779, 0.1925, 0.1213, 0.0788, 0.0544, 0.1211, -0.7746, 0.0324, 0.1743, 0.1636, 0.0947, 0.1005, 0.0709, 0.0977, -0.8165, 0.0179, 0.1778, 0.1854, 0.0515, 0.0656, 0.0677, 0.1212, -0.7797, 0.0268, 0.2289, 0.1945, 0.1009, 0.1034, 0.0934, 0.0639, -0.7586, -0.0086, 0.1947, 0.1486, 0.1019, 0.0708, 0.0756, 0.1165, -0.7386, 0.0343, 0.1702, 0.1548, 0.0940, 0.0850, 0.0974, 0.0186]}



{"formula": "C36H26Cl3NO4PRuS", "method": "wB97M-V/def2-TZVPD", "e_above_lowest_ev": 1.476, "orbital_gap_ev": [7.513, 7.070], "energy_ev": -107708.169, "s_squared": 0.760, "spin_multiplicity": 2, "e_lumo_ev": [-0.2, -0.6], "symbols": ["Ru", "O", "S", "O", "O", "C", "C", "C", "C", "C", "C", "P", "C", "C", "C", "C", "C", "C", "C", "C", "C", "C", "C", "C", "H", "H", "H", "H", "H", "H", "H", "H", "H", "H", "H", "H", "H", "H", "Cl", "C", "C", "C", "Cl", "C", "O", "C", "Cl", "C", "H", "H", "N", "C", "C", "C", "C", "C", "C", "C", "C", "C", "C", "C", "C", "H", "H", "H", "H", "H", "H", "H", "H", "H", "H"], "coordinates": [[0.74, 0.04, 0.69], [-0.18, -0.62, 2.43], [-0.57, 0.73, 3.02], [-0.71, 0.69, 4.44], [0.38, 1.70, 2.49], [-2.16, 1.07, 2.32], [-3.03, 1.76, 3.15], [-4.33, 2.01, 2.76], [-4.78, 1.49, 1.56], [-3.91, 0.78, 0.74], [-2.57, 0.61, 1.06], [-1.47, -0.32, -0.10], [-2.37, -1.91, -0.03], [-2.80, -2.57, -1.18], [-3.44, -3.80, -1.09], [-3.66, -4.38, 0.15], [-3.24, -3.73, 1.30], [-2.60, -2.50, 1.21], [-1.66, 0.20, -1.84], [-2.80, 0.67, -2.48], [-2.78, 0.97, -3.83], [-1.63, 0.78, -4.58], [-0.49, 0.29, -3.96], [-0.51, 0.01, -2.61], [-2.67, 2.09, 4.12], [-5.00, 2.56, 3.41], [-5.81, 1.61, 1.26], [-4.31, 0.32, -0.14], [-2.62, -2.14, -2.16], [-3.77, -4.30, -1.99], [-4.17, -5.34, 0.22], [-3.41, -4.17, 2.27], [-2.26, -2.01, 2.11], [-3.72, 0.84, -1.94], [-3.68, 1.36, -4.31], [-1.62, 1.02, -5.64], [0.42, 0.13, -4.53], [0.39, -0.37, -2.13], [2.70, 6.73, -1.36], [1.80, 5.29, -0.98], [2.39, 4.05, -1.16], [1.64, 2.93, -0.84], [2.31, 1.33, -1.06], [0.33, 2.96, -0.35], [-0.32, 1.88, -0.08], [-0.20, 4.25, -0.18], [-1.82, 4.38, 0.42], [0.51, 5.39, -0.49], [3.40, 3.95, -1.54], [0.06, 6.36, -0.35], [2.56, 0.31, 1.90], [3.82, 0.05, 1.28], [4.85, 0.98, 1.34], [6.02, 0.75, 0.65], [6.17, -0.40, -0.10], [5.13, -1.32, -0.16], [3.94, -1.12, 0.53], [2.84, -2.12, 0.41], [3.24, -3.46, 0.45], [2.38, -4.49, 0.13], [1.10, -4.18, -0.29], [0.68, -2.86, -0.27], [1.49, -1.80, 0.14], [2.52, 1.24, 2.32], [2.35, -0.36, 2.63], [4.71, 1.88, 1.93], [6.82, 1.48, 0.70], [7.08, -0.58, -0.66], [5.23, -2.21, -0.77], [4.27, -3.68, 0.72], [2.72, -5.52, 0.18], [0.41, -4.95, -0.61], [-0.33, -2.66, -0.61]], "lowdin_charge": [1.0662, -0.4486, 0.5090, -0.2585, -0.3454, -0.2651, -0.0521, -0.0588, -0.0576, -0.0746, -0.2829, 1.0793, -0.3507, -0.0849, -0.0745, -0.0802, -0.0651, -0.0728, -0.3334, -0.0704, -0.0736, -0.0785, -0.0665, -0.1194, 0.1177, 0.1107, 0.1099, 0.0946, 0.1042, 0.1048, 0.1034, 0.1073, 0.1028, 0.0863, 0.1053, 0.1042, 0.1079, 0.0538, 0.6482, -0.6803, -0.1298, -0.5076, 0.8451, -0.4813, -0.3096, -0.5692, 0.7215, -0.1298, 0.1080, 0.1059, 0.0069, -0.3070, -0.0391, -0.0794, -0.0763, -0.0287, -0.1663, -0.1908, -0.0542, -0.0803, -0.0777, -0.1139, -0.1981, 0.0981, 0.1219, 0.1182, 0.1050, 0.1037, 0.1160, 0.1123, 0.1029, 0.1045, 0.0469]}



{"formula": "C2HN2PS", "method": "wB97M-V/def2-TZVPD", "e_above_lowest_ev": 2.750, "orbital_gap_ev": [7.405, 6.230], "energy_ev": -25188.454, "s_squared": 2.016, "spin_multiplicity": 3, "e_lumo_ev": [-0.8, -5.0], "symbols": ["C", "C", "N", "N", "P", "S", "H"], "coordinates": [[-1.12, -1.19, 0.09], [0.56, 0.33, 1.41], [-1.24, -2.31, -0.07], [1.28, -0.40, 1.94], [-0.51, 1.12, 0.21], [0.97, 1.25, -1.35], [0.07, 1.20, -2.24]], "lowdin_charge": [-0.3419, -0.6325, 0.0221, 0.1150, 0.5757, 0.5001, -0.2384]}